A molecular structure, C20H40NP3SSeY in a non-equilibrium geometry. Source: the OMol25 dataset; level of theory: ωB97M-V/def2-TZVPD.

Computed properties:
HOMO energy (alpha / beta): -16.6 / -16.6 eV
Calculated total energy: -4701.737081 Eh
Relative energy (zero: lowest compared OMol25 entry of this formula, charge and spin): 45.1 kcal/mol
Total charge: +3
Frontier orbital gap (alpha / beta): 5.40 / 4.83 eV
Molecular weight: 587.40 g/mol

```
67
Properties=species:S:1:pos:R:3:forces:R:3
Y -1.22408 -0.01054 -0.53752 3.265 -0.687 2.178
P -1.04563 0.99274 2.49148 0.197 0.199 0.737
P -0.02082 2.80772 -0.34569 0.643 0.548 -0.625
P -1.00267 -2.31933 1.19230 0.382 -0.559 -0.232
H 2.42979 -1.30982 -6.01223 0.149 0.406 -0.222
C 1.55307 -1.92635 -5.95861 -2.013 -0.084 1.035
C 0.46467 -1.59747 -5.18516 1.668 -1.484 -1.843
H 0.37857 -0.66329 -4.61917 0.057 -0.406 -0.235
C 0.53123 1.12674 3.43529 0.184 -0.221 -0.470
C -1.71613 2.66474 2.85907 -0.144 0.111 -0.234
C -2.00295 0.06578 3.76063 -0.147 -0.267 -0.273
C 0.80124 2.84304 -1.99283 -0.191 -0.036 0.146
C -0.93736 4.40036 -0.41094 -0.534 -0.274 0.002
C 1.38146 3.39438 0.69026 0.014 -0.536 0.134
C -0.41940 -3.24306 -0.29624 -0.132 0.067 0.201
C -2.36741 -3.38013 1.79706 -0.199 0.316 -0.210
C 0.31323 -2.73485 2.39338 0.205 0.207 -0.105
H 1.59427 -2.85369 -6.57391 -0.231 0.805 0.666
H -0.35177 -2.33944 -5.22782 0.178 0.814 0.329
H 0.30835 1.44462 4.46773 0.209 -0.190 -0.422
H 1.20837 1.83592 2.95535 -0.110 0.055 0.181
H 1.05945 0.16655 3.41015 -0.168 0.077 0.304
H -1.75628 2.79892 3.95223 0.014 0.056 -0.428
H -2.71678 2.77314 2.43168 0.215 -0.030 0.421
H -1.10794 3.45494 2.40823 0.034 -0.125 0.212
H -1.82055 0.53264 4.73978 -0.107 -0.254 -0.278
H -1.71915 -0.99198 3.78787 0.068 0.233 0.138
H -3.07159 0.09448 3.53601 0.077 0.089 0.115
H 1.05838 3.88816 -2.20962 0.089 -0.340 -0.167
H 0.12030 2.45393 -2.76152 0.199 0.209 -0.003
H 1.69584 2.20873 -1.96727 -0.149 0.249 -0.079
H -0.20944 5.21864 -0.29117 -0.401 -0.263 -0.097
H -1.69424 4.44955 0.38425 0.275 0.188 -0.191
H -1.44179 4.49612 -1.38094 0.064 0.084 0.198
H 1.71182 4.35837 0.27022 -0.070 -0.385 0.262
H 2.20186 2.66780 0.63348 -0.088 0.291 0.117
H 1.07325 3.50389 1.73796 0.185 0.195 -0.344
H -0.52077 -4.30394 -0.04240 0.137 0.058 -0.441
H 0.62563 -3.00479 -0.53435 -0.244 -0.100 0.080
H -1.04216 -3.01165 -1.17558 0.101 -0.293 0.079
H -2.04974 -4.42831 1.68254 -0.221 0.317 0.153
H -3.26667 -3.19357 1.18792 0.211 -0.245 0.342
H -2.56959 -3.15700 2.85859 -0.010 -0.133 -0.473
H 0.45756 -3.82906 2.38211 -0.080 0.419 0.101
H 0.03009 -2.40094 3.40060 0.148 -0.176 -0.248
H 1.25313 -2.24495 2.09712 -0.279 -0.211 0.209
C 3.04945 -1.06029 -0.96011 -0.456 0.635 -0.798
C 2.82532 -0.91102 -2.34345 -0.463 -0.348 -1.449
C 3.56020 -1.63224 -3.26092 -0.221 0.296 -0.677
C 4.64906 -2.44530 -2.87111 -0.402 0.241 0.132
C 4.92964 -2.49195 -1.49491 0.049 -0.078 1.086
C 4.14815 -1.82653 -0.55151 0.598 -0.381 -0.043
Se 1.89112 -0.15055 0.14477 -0.071 -0.320 -0.022
H 0.46749 -0.19570 -1.68286 0.427 -0.043 0.053
H 1.97459 -0.28941 -2.67211 0.772 -0.486 -0.005
H 3.26528 -1.58099 -4.31730 0.326 0.018 0.702
H 5.23750 -3.02106 -3.61567 -0.458 0.501 0.684
H 5.75641 -3.08894 -1.12627 -0.008 0.059 -0.091
H 4.33437 -1.84148 0.50976 0.447 -0.403 0.099
S -4.07556 2.71161 0.27122 0.190 -1.877 -0.045
C -4.75558 1.53160 1.33709 -0.495 -0.773 -0.284
C -4.30474 0.24753 1.09902 0.950 1.235 -0.238
N -3.24128 0.22585 0.19254 -2.933 1.638 -0.432
C -3.07400 1.45681 -0.37106 -2.196 0.273 0.532
H -5.51881 1.74807 2.08827 0.235 0.300 -0.404
H -4.70478 -0.65832 1.56847 0.552 0.392 -0.151
H -2.59049 1.57460 -1.36416 -0.299 0.429 0.630
```
Forces are in eV/Å.

=====

A molecular structure, C31H31AsN7O6S5Sc. Source: the OMol25 dataset; level of theory: ωB97M-V/def2-TZVPD.

Computed properties:
HOMO energy: -1.7 eV
Calculated total energy: -7022.370902 Eh
Total charge: -2
Frontier orbital gap: 5.55 eV
Molecular weight: 877.85 g/mol

```
82
Properties=species:S:1:pos:R:3:forces:R:3
Sc -0.78736 -0.19169 -0.78103 0.068 -0.602 0.142
N -3.64259 2.88962 -0.47413 -0.053 -0.011 0.004
C -3.18234 1.65509 -0.31819 0.151 -0.083 -0.039
N -1.91742 1.71081 0.07411 -0.221 0.039 0.233
C -1.66439 3.04295 0.13336 0.069 -0.056 -0.204
N -2.68735 3.80121 -0.20296 0.033 0.081 0.016
C -0.35104 3.60294 0.49001 0.164 -0.290 0.148
C 0.02476 4.88224 0.06905 -0.073 -0.030 -0.013
N 1.19544 5.41653 0.38583 0.029 -0.043 0.062
C 2.01022 4.65221 1.11531 -0.012 0.070 -0.016
C 1.65357 3.37729 1.51324 -0.070 -0.175 -0.011
N 0.47525 2.84137 1.21111 -0.162 0.443 -0.105
H -4.51926 3.13812 -0.90711 0.081 -0.022 -0.001
H -3.75072 0.76508 -0.55686 -0.047 0.028 0.048
H -0.65549 5.46388 -0.54025 0.012 0.011 0.003
H 2.97581 5.06599 1.38588 -0.015 0.017 -0.022
H 2.33747 2.75759 2.08434 0.002 0.017 0.015
S -5.20034 0.45230 -2.86124 0.134 -0.086 -0.128
As -3.28505 -0.47203 -3.21698 -0.203 -0.028 0.053
S -1.72480 1.04721 -3.01896 0.045 0.060 -0.090
S -2.83371 -1.67208 -1.38777 0.030 0.194 0.013
S -3.05626 -1.70515 -4.94170 -0.037 0.107 0.097
C 3.74098 4.92555 -2.03697 -0.058 -0.060 -0.059
O 3.81508 4.08653 -3.17240 -0.070 -0.112 0.010
C 3.06681 2.93461 -3.15504 0.069 0.140 0.082
C 3.12048 2.16786 -4.32722 0.014 -0.015 -0.071
C 2.38766 1.00813 -4.38396 -0.008 0.028 0.019
C 1.60131 0.54630 -3.31795 -0.055 0.042 0.003
C 0.86550 -0.70933 -3.44716 0.007 -0.090 0.328
C 0.80623 -1.40772 -4.77799 -0.082 -0.010 -0.049
O 0.28997 -1.24539 -2.49488 0.048 0.218 -0.304
C 1.53863 1.33321 -2.12992 0.090 0.036 -0.057
O 0.82464 1.03785 -1.09995 -0.031 0.123 0.031
C 2.30326 2.53152 -2.08479 0.019 -0.040 -0.058
H 4.36903 5.78809 -2.25311 0.007 -0.017 -0.009
H 4.11464 4.42102 -1.14106 0.009 -0.024 0.006
H 2.71895 5.26085 -1.84690 0.000 -0.011 -0.005
H 3.71653 2.51195 -5.16149 0.001 -0.002 0.005
H 2.41513 0.42914 -5.29751 0.002 0.012 0.002
H 0.27777 -0.75954 -5.48098 0.020 0.010 0.000
H 0.20708 -2.30711 -4.66736 0.023 -0.026 0.026
H 1.79779 -1.63722 -5.17352 -0.011 -0.005 0.017
H 2.22865 3.10733 -1.17528 0.020 0.060 0.031
C -1.61647 -3.87716 0.97146 0.074 -0.060 -0.043
N -0.98450 -4.60807 -0.17480 -0.049 -0.049 0.027
C -2.01797 -5.13829 -1.10393 0.013 0.013 0.040
C 0.01629 -3.76591 -0.95638 -0.125 -0.050 -0.052
C 0.96738 -3.04298 -0.05385 0.100 0.020 0.041
C 1.99438 -3.78501 0.53838 0.014 0.059 0.007
C 2.86823 -3.18310 1.42865 0.007 -0.061 -0.014
C 2.70723 -1.82957 1.70330 0.002 0.038 0.020
C 1.69432 -1.10610 1.08741 0.008 -0.033 0.025
C 0.77330 -1.67299 0.18870 0.030 -0.043 0.025
H -2.29574 -4.55684 1.48060 -0.009 -0.003 -0.011
H -2.15533 -3.02193 0.57873 -0.011 0.018 0.034
H -0.83359 -3.54521 1.64517 -0.045 0.001 -0.018
H -0.46483 -5.38782 0.22485 0.001 0.049 -0.013
H -2.55581 -4.28050 -1.51269 -0.012 0.003 0.002
H -2.69334 -5.78855 -0.55131 -0.002 0.006 0.002
H -1.52716 -5.68670 -1.90564 0.019 -0.001 0.000
H -0.58670 -3.08040 -1.54629 0.008 0.028 -0.017
H 0.51124 -4.47702 -1.62427 0.027 0.013 0.014
H 2.12399 -4.83853 0.29123 -0.011 -0.012 -0.007
H 3.66686 -3.75192 1.89102 -0.006 -0.004 0.001
H 3.38533 -1.34230 2.39780 -0.010 0.020 -0.010
H 1.61810 -0.04354 1.31428 -0.002 -0.009 -0.005
O -4.12900 -1.87044 5.02465 0.075 0.048 -0.059
S -2.78835 -2.13027 4.55246 -0.040 -0.100 0.069
O -2.18258 -3.35004 5.04724 0.027 0.103 -0.060
N -2.65662 -2.01205 2.95663 -0.123 -0.162 0.067
C -1.85134 -1.01660 2.58040 0.081 0.042 -0.076
O -1.52505 -0.75539 1.41770 0.023 0.265 -0.203
C -1.30936 -0.22089 3.74386 0.010 -0.030 0.067
C -0.47648 0.88165 3.71232 0.006 -0.015 -0.037
C -0.09762 1.44233 4.92632 0.026 0.034 0.007
C -0.53686 0.90653 6.13509 0.004 0.010 0.014
C -1.37293 -0.20389 6.15978 -0.015 -0.010 -0.037
C -1.74347 -0.74317 4.94390 -0.001 -0.002 0.028
H -0.14941 1.28854 2.76309 -0.020 -0.009 0.021
H 0.54855 2.31274 4.93503 -0.001 -0.002 -0.001
H -0.22385 1.36339 7.06665 -0.002 -0.003 0.001
H -1.72137 -0.62710 7.09285 -0.009 -0.011 -0.003
```
Forces are in eV/Å.

=====

2 unconnected molecules or ions with the total composition C18H39FN2O7S in a non-equilibrium geometry. Source: the OMol25 dataset; level of theory: ωB97M-V/def2-TZVPD.

Computed properties:
HOMO energy: -8.0 eV
Calculated total energy: -1843.400408 Eh
Frontier orbital gap: 8.57 eV
Molecular weight: 446.58 g/mol

```
68
Properties=species:S:1:pos:R:3:forces:R:3
C 6.97330 -4.29919 0.91436 -0.153 0.291 0.138
C 7.02219 -3.04871 1.78120 0.186 -0.668 0.198
O 5.81093 -2.32714 1.75007 0.319 0.268 -0.089
C 5.83509 -1.08721 1.08105 -0.636 0.083 0.358
C 5.23354 -0.00843 1.95815 0.213 0.061 -0.418
O 3.95388 -0.37414 2.41498 -0.184 -0.192 0.017
C 2.94842 0.56858 2.10915 0.439 0.352 0.335
C 1.69479 0.21504 2.88617 0.194 -0.123 -0.040
O 0.62798 -0.23640 2.07494 -0.120 -0.131 0.034
C -0.19342 0.79781 1.63674 -0.068 0.393 -0.040
N -1.41283 0.24021 1.02328 0.474 -0.293 0.530
C -1.42254 -1.22715 0.80706 -0.655 -0.220 -0.389
C -1.74920 -2.07164 2.03907 0.038 0.068 -0.342
C -1.30729 -3.51476 1.87150 0.012 0.247 0.021
O -1.36058 -3.87040 0.48248 0.260 -0.320 0.032
C -0.83489 -5.06600 0.10673 0.357 -0.328 -1.797
C -0.75283 -6.16648 1.13099 -0.287 0.737 0.169
O -0.50328 -5.23042 -1.05497 -0.542 0.390 1.550
S -2.77137 0.79327 1.70806 -1.164 -0.521 0.361
O -2.76080 0.82610 3.12983 0.446 0.118 0.122
O -3.90534 0.24877 1.05627 0.152 -0.173 -0.366
F -2.66830 2.27254 1.26679 0.258 0.665 -0.185
H 7.21976 -4.08069 -0.11873 -0.038 -0.051 -0.218
H 7.66203 -5.03979 1.30341 0.244 -0.156 -0.056
H 5.97354 -4.71672 0.96876 -0.151 -0.106 -0.061
H 7.18812 -3.36254 2.81044 -0.070 0.054 0.214
H 7.88578 -2.44508 1.50351 -0.018 0.318 -0.054
H 6.84522 -0.76496 0.83479 0.204 -0.117 -0.218
H 5.22128 -1.15064 0.18163 0.103 -0.106 -0.272
H 5.17769 0.89328 1.34448 0.009 0.191 -0.036
H 5.90054 0.21191 2.79006 -0.048 -0.078 0.338
H 3.29578 1.55556 2.42731 0.030 0.176 -0.015
H 2.76919 0.62731 1.03356 -0.189 -0.147 -0.151
H 1.93668 -0.59669 3.56218 0.087 -0.192 0.061
H 1.39918 1.06447 3.50039 -0.307 0.122 0.019
H -0.46333 1.42766 2.48656 -0.134 0.086 0.083
H 0.29664 1.44439 0.90548 0.193 -0.119 -0.231
H -0.49528 -1.52776 0.34590 0.377 0.223 0.051
H -2.18959 -1.42058 0.06693 -0.056 0.075 -0.204
H -1.26444 -1.65069 2.91182 0.038 -0.025 0.212
H -2.82119 -2.05052 2.19761 -0.238 0.125 0.102
H -0.28686 -3.62118 2.23061 0.167 -0.115 0.005
H -1.97235 -4.14774 2.44759 0.009 -0.283 0.159
H -1.72707 -6.27015 1.60062 -0.161 -0.222 0.027
H -0.44637 -7.07774 0.64859 0.112 -0.209 -0.088
H -0.07352 -5.88177 1.92656 0.279 -0.115 0.109
C -5.08793 4.19686 -5.05783 -0.034 -0.002 0.011
C -4.14078 3.23280 -4.35932 -0.155 0.018 -0.020
N -2.92976 3.86952 -3.87891 0.168 0.023 -0.014
C -1.90492 2.92653 -3.47024 0.117 -0.182 -0.064
C -2.19844 2.01986 -2.26906 0.148 0.003 0.061
C -3.12481 5.01080 -3.00298 -0.154 0.222 0.062
C -3.93382 4.80040 -1.71459 0.095 0.070 0.049
H -4.57918 4.72587 -5.86455 0.033 0.022 0.025
H -5.92359 3.64357 -5.48779 -0.004 -0.008 0.004
H -5.50562 4.93342 -4.37050 -0.001 0.006 -0.006
H -3.84721 2.46562 -5.08059 0.089 -0.040 0.063
H -4.69134 2.71235 -3.55974 -0.022 -0.015 -0.025
H -0.98147 3.48094 -3.28059 -0.049 0.088 0.029
H -1.68507 2.28991 -4.33336 -0.092 0.011 -0.029
H -2.14195 2.56369 -1.32698 -0.078 -0.002 0.001
H -1.45331 1.22207 -2.22153 -0.006 -0.006 -0.014
H -3.17782 1.54587 -2.33569 -0.016 0.014 -0.002
H -3.60878 5.80175 -3.58172 -0.032 -0.059 -0.039
H -2.14293 5.41644 -2.74717 0.063 -0.109 -0.017
H -4.83882 4.21725 -1.88778 -0.004 -0.007 -0.024
H -4.24038 5.76813 -1.31224 -0.002 0.003 -0.015
H -3.35092 4.30271 -0.94092 -0.048 -0.080 -0.009
```
Forces are in eV/Å.

=====

2 unconnected molecules or ions with the total composition C4H12 in a non-equilibrium geometry. Source: the OMol25 dataset; level of theory: ωB97M-V/def2-TZVPD.

Computed properties:
HOMO energy: -11.2 eV
Calculated total energy: -159.561371 Eh
Relative energy (zero: lowest compared OMol25 entry of this formula, charge and spin): 14.8 kcal/mol
Frontier orbital gap: 12.32 eV
Molecular weight: 60.14 g/mol

```
16
Properties=species:S:1:pos:R:3:forces:R:3
C -1.50546 0.01988 -0.52091 1.146 -1.448 -2.384
C -2.55803 -0.92634 -1.11085 -2.364 0.141 0.880
H -1.75224 1.03086 -0.77965 -0.182 0.647 0.661
H -1.24795 -0.21737 0.48731 -0.644 0.368 0.905
H -0.52031 -0.14796 -0.99365 -0.540 0.106 -0.329
H -2.31846 -1.91044 -1.51432 0.727 0.093 0.370
H -3.23758 -0.50943 -1.88565 0.829 0.305 0.250
H -3.29331 -1.08654 -0.27865 0.458 -0.294 -0.637
C 2.75221 0.18655 0.88885 -0.367 0.207 -0.107
C 1.32870 0.72457 0.73264 0.280 -0.286 0.092
H 3.08415 -0.34706 -0.01080 -0.222 -0.063 0.229
H 3.43820 1.01660 0.99262 0.359 0.049 0.439
H 2.77465 -0.48816 1.75481 0.370 0.199 -0.262
H 1.25851 1.55466 0.01972 -0.113 -0.442 -0.087
H 0.88765 1.06906 1.65744 0.284 0.373 0.510
H 0.69143 -0.10997 0.49000 -0.021 0.045 -0.530
```
Forces are in eV/Å.